This record from the OMol25 dataset describes one molecule with the formula C25H27N3O5S in a non-equilibrium geometry. The level of theory is ωB97M-V/def2-TZVPD.

Structure (XYZ):
```
61
Properties=species:S:1:pos:R:3:forces:R:3
C -0.098 -0.276 5.236 0.158 0.032 0.101
O -1.284 -0.539 4.528 -0.274 -0.011 -0.191
C -1.481 0.088 3.333 -0.065 -0.012 -0.110
C -2.677 -0.208 2.676 0.203 -0.011 0.154
C -2.974 0.363 1.459 0.117 0.088 0.185
C -2.070 1.233 0.852 0.070 -0.315 0.720
N -2.376 1.790 -0.391 -0.461 0.032 -0.904
S -3.102 0.877 -1.600 0.510 0.128 0.056
O -4.462 0.607 -1.253 0.114 -0.222 0.257
O -2.817 1.587 -2.810 0.261 0.013 0.001
C -2.161 -0.641 -1.533 -0.526 0.481 -0.045
C -2.697 -1.771 -0.947 -0.099 0.004 -0.085
C -1.901 -2.887 -0.771 0.249 -0.007 -0.084
C -0.565 -2.867 -1.175 -0.406 0.459 -0.158
N 0.241 -3.974 -0.920 -0.257 -0.534 0.004
C 1.570 -4.004 -0.568 -0.044 -0.025 0.021
O 2.161 -5.058 -0.499 0.179 -0.060 -0.018
C 2.184 -2.685 -0.253 0.414 0.127 0.217
C 1.551 -1.787 0.604 0.188 -0.077 0.049
C 2.108 -0.546 0.832 0.084 -0.045 0.011
C 3.297 -0.175 0.212 0.100 -0.149 -0.028
C 3.810 1.225 0.400 -0.057 0.075 0.046
N 2.784 2.184 0.010 0.074 0.053 0.023
C 3.139 3.547 0.365 -0.253 0.206 -0.066
C 1.981 4.475 -0.003 0.280 0.018 0.289
O 1.672 4.399 -1.374 0.025 0.115 -0.109
C 1.359 3.080 -1.743 0.157 -0.325 -0.169
C 2.499 2.118 -1.415 -0.323 0.197 -0.074
C 3.954 -1.095 -0.592 -0.027 0.135 0.080
C 3.409 -2.347 -0.815 -0.250 -0.229 0.013
C -0.066 -1.745 -1.842 -0.209 0.000 -0.114
C -0.861 -0.628 -2.001 0.125 -0.071 -0.041
C -0.883 1.534 1.507 -0.295 0.030 -0.289
C -0.594 0.979 2.744 0.002 -0.122 0.320
H -0.017 0.781 5.510 0.008 -0.027 -0.025
H -0.157 -0.877 6.143 0.058 0.062 -0.050
H 0.787 -0.573 4.664 -0.024 0.026 0.006
H -3.367 -0.886 3.152 -0.104 -0.089 0.056
H -3.910 0.160 0.966 -0.146 -0.063 0.057
H -1.690 2.425 -0.769 0.004 0.033 -0.172
H -3.728 -1.761 -0.634 -0.114 -0.058 0.088
H -2.302 -3.772 -0.299 -0.031 -0.079 0.096
H -0.210 -4.881 -0.924 0.175 0.094 0.007
H 0.624 -2.056 1.090 -0.132 0.004 0.008
H 1.607 0.161 1.472 -0.073 0.077 0.072
H 4.030 1.395 1.459 0.068 0.022 -0.060
H 4.744 1.370 -0.170 -0.040 -0.011 0.065
H 3.319 3.599 1.441 0.034 0.033 -0.007
H 4.050 3.880 -0.163 -0.022 -0.009 0.054
H 2.245 5.516 0.194 -0.034 -0.074 0.063
H 1.098 4.206 0.596 0.063 0.040 -0.014
H 1.161 3.099 -2.816 -0.031 -0.072 0.068
H 0.451 2.747 -1.214 0.060 -0.004 -0.046
H 2.204 1.098 -1.669 0.007 0.033 -0.077
H 3.387 2.392 -2.013 -0.037 -0.054 0.010
H 4.892 -0.829 -1.059 0.086 0.056 -0.062
H 3.912 -3.062 -1.449 0.049 -0.082 -0.057
H 0.941 -1.753 -2.227 0.057 0.034 -0.040
H -0.494 0.254 -2.503 0.140 0.093 -0.085
H -0.173 2.210 1.054 0.125 0.045 -0.075
H 0.326 1.256 3.234 0.089 -0.005 0.058
```
Forces are in eV/Å.

Values from the calculation:
**Calculated total energy**: -1907.50659 Eh
**Lowest unoccupied orbital energy**: 0.0050 hartree
**SMILES**: COc1ccc(NS(=O)(=O)c2ccc(NC(=O)c3ccc(CN4CCOCC4)cc3)cc2)cc1
**Kohn-Sham gap**: 8.4 eV
**HOMO level**: -8.288 eV
**Charge**: 0


This record from the OMol25 dataset describes C25H27N3O8PRuS2 as an isolated structure in a non-equilibrium geometry. The level of theory is ωB97M-V/def2-TZVPD.

Structure (XYZ):
```
67
Properties=species:S:1:pos:R:3:forces:R:3
Ru 0.383 0.083 -0.155 0.815 0.640 0.743
O -2.661 -0.344 0.074 -0.218 -0.122 -0.142
C -2.849 -1.716 0.374 -0.081 -0.059 0.070
C -1.926 -2.587 -0.460 0.060 -0.143 -0.033
N -0.489 -2.430 -0.197 -0.201 -0.092 0.033
C 0.354 -3.037 -1.209 0.128 -0.102 0.104
C 1.519 -2.139 -1.596 0.119 0.051 0.202
O 2.171 -2.399 -2.598 0.010 0.013 -0.019
O 1.820 -1.162 -0.786 -0.228 -0.288 -0.319
C -0.138 -2.862 1.146 -0.050 0.085 -0.074
C -0.483 -1.770 2.137 0.211 0.003 -0.011
O -0.835 -2.019 3.276 0.003 0.009 -0.003
O -0.327 -0.578 1.657 -0.390 0.196 -0.016
H -2.802 0.181 0.867 0.119 -0.020 0.038
H -3.869 -2.026 0.113 -0.010 0.047 0.009
H -2.727 -1.913 1.441 0.019 0.009 0.003
H -2.101 -2.367 -1.511 0.014 0.020 -0.026
H -2.227 -3.633 -0.292 0.009 -0.003 0.016
H -0.208 -3.298 -2.101 0.009 0.133 -0.076
H 0.813 -3.964 -0.842 -0.082 -0.055 -0.063
H 0.942 -3.006 1.206 0.024 -0.004 -0.026
H -0.631 -3.800 1.425 -0.007 -0.008 0.041
O -0.055 3.696 -1.814 0.088 0.005 -0.024
S 0.444 2.787 -0.827 0.031 0.104 0.066
O 1.212 1.612 -1.361 -0.074 0.082 -0.389
O -0.536 2.233 0.121 -0.178 -0.279 -0.017
C 1.698 3.581 0.125 -0.048 -0.094 -0.029
C 2.033 4.903 -0.095 -0.032 0.051 -0.016
C 3.088 5.458 0.616 0.010 -0.008 0.009
C 3.798 4.678 1.516 -0.007 -0.010 -0.001
C 3.453 3.348 1.722 0.021 0.027 0.010
C 2.390 2.780 1.032 -0.028 -0.009 0.001
P 1.872 1.058 1.436 0.086 -0.172 0.122
C 3.492 0.254 1.614 0.003 0.019 -0.008
C 4.194 0.010 0.433 -0.001 -0.026 -0.018
C 5.465 -0.537 0.480 -0.006 -0.002 -0.010
C 6.047 -0.848 1.702 -0.015 0.006 0.017
C 5.358 -0.597 2.879 0.020 -0.010 -0.026
C 4.086 -0.042 2.838 0.002 0.024 0.065
C 1.194 1.309 3.102 0.014 0.070 -0.008
C 0.634 2.539 3.445 -0.004 -0.013 -0.010
C 0.055 2.721 4.692 0.004 -0.012 0.017
C 0.033 1.680 5.608 0.005 0.018 -0.016
C 0.576 0.450 5.268 -0.009 0.002 -0.003
C 1.145 0.264 4.020 -0.066 -0.064 0.013
H 1.473 5.478 -0.821 0.005 -0.011 0.006
H 3.360 6.493 0.458 -0.003 -0.002 -0.001
H 4.626 5.105 2.066 -0.003 -0.001 -0.005
H 4.015 2.753 2.431 -0.005 -0.006 -0.007
H 3.739 0.231 -0.522 -0.018 -0.002 0.001
H 5.997 -0.729 -0.443 0.007 -0.004 0.008
H 7.038 -1.282 1.737 -0.001 0.002 -0.003
H 5.809 -0.828 3.835 0.002 0.000 -0.003
H 3.570 0.169 3.765 0.044 -0.002 -0.045
H 0.631 3.360 2.740 0.010 -0.009 -0.009
H -0.382 3.679 4.941 0.002 -0.006 0.005
H -0.420 1.824 6.581 0.000 -0.004 -0.004
H 0.531 -0.380 5.959 -0.002 0.002 0.000
H 1.519 -0.717 3.761 -0.017 -0.005 -0.028
N 1.249 -0.043 -3.937 -0.054 0.034 0.076
C 0.111 0.495 -3.533 0.058 -0.011 -0.126
N -0.299 1.631 -4.112 0.048 0.009 0.044
S -0.925 -0.230 -2.366 -0.185 0.005 -0.023
H 1.863 0.467 -4.550 0.017 -0.016 -0.004
H 1.602 -0.902 -3.512 0.038 0.007 -0.049
H 0.336 2.168 -4.682 -0.014 -0.009 -0.019
H -1.016 2.146 -3.628 -0.018 0.006 -0.010
```
Forces are in eV/Å.

Values from the calculation:
**Calculated total energy**: -2967.75240 Eh
**Lowest unoccupied orbital energy (alpha / beta)**: -0.0035 / -0.0141 hartree
**Multiplicity**: 2
**Kohn-Sham gap (alpha / beta)**: 7.8 / 7.8 eV
**HOMO level (alpha / beta)**: -7.904 / -8.171 eV
**Charge**: 0


This record from the OMol25 dataset describes C25H27N4O3S4Sb2W as an isolated structure. The level of theory is ωB97M-V/def2-TZVPD.

Structure (XYZ):
```
66
Properties=species:S:1:pos:R:3:forces:R:3
W -1.324 0.340 -0.567 0.519 0.055 -0.529
N -1.335 0.794 -2.778 0.018 0.012 0.012
C -0.092 0.348 -3.442 0.063 -0.034 -0.004
C 0.132 -1.065 -2.956 -0.061 -0.017 -0.025
O 0.576 -1.948 -3.639 0.006 0.002 0.009
N -0.336 -1.253 -1.662 -0.101 0.024 0.050
C -1.030 -2.552 -1.479 0.107 0.056 -0.070
C -2.111 -1.829 -0.723 -0.160 0.069 0.140
O -1.810 -1.568 0.479 -0.057 -0.036 0.064
O -2.854 -0.945 -1.305 -0.064 -0.022 0.014
H -2.130 0.276 -3.154 -0.013 0.028 0.011
H -1.493 1.784 -2.951 -0.019 -0.066 -0.029
H 0.726 1.014 -3.167 -0.009 0.003 0.016
H -0.184 0.336 -4.526 -0.015 0.023 0.007
H -0.503 -3.267 -0.852 0.010 0.012 -0.008
H -1.309 -2.986 -2.435 -0.016 0.014 0.005
S 0.729 2.967 2.743 0.068 -0.002 0.058
Sb -0.997 3.161 1.168 -0.044 -0.030 -0.082
S 0.155 2.151 -0.783 -0.110 -0.051 0.096
S -2.181 1.023 1.488 -0.124 -0.060 0.173
C 3.555 -4.204 -0.480 0.005 -0.005 0.000
C 2.945 -4.341 0.757 -0.014 0.007 0.002
C 2.097 -3.347 1.232 0.032 -0.007 -0.033
C 1.861 -2.219 0.450 -0.040 -0.029 0.024
C 2.494 -2.070 -0.781 0.042 -0.023 0.001
C 3.338 -3.065 -1.245 -0.007 0.003 -0.012
Sb 0.706 -0.650 1.238 -0.084 0.087 0.045
C -0.202 -1.357 2.993 0.034 0.070 0.062
C -0.400 -0.491 4.067 -0.021 -0.020 -0.003
C -1.028 -0.950 5.216 -0.001 -0.010 0.000
C -1.466 -2.265 5.291 0.009 0.011 0.008
C -1.289 -3.121 4.214 0.000 -0.006 -0.007
C -0.664 -2.669 3.061 0.004 -0.017 -0.030
C 2.248 0.675 1.824 -0.014 -0.005 -0.006
C 2.668 0.697 3.161 0.022 -0.006 0.032
C 3.818 1.389 3.513 -0.020 -0.019 0.017
C 4.560 2.043 2.543 0.003 0.008 -0.010
C 4.168 1.993 1.208 -0.013 -0.006 -0.012
C 3.022 1.309 0.847 0.030 0.017 -0.007
H 4.211 -4.982 -0.847 0.002 0.000 0.000
H 3.128 -5.219 1.362 0.003 -0.001 0.001
H 1.647 -3.458 2.209 0.030 0.000 -0.016
H 2.348 -1.184 -1.385 -0.011 0.014 0.009
H 3.824 -2.952 -2.204 0.004 -0.006 -0.001
H -0.089 0.544 4.016 0.012 0.008 0.000
H -1.177 -0.279 6.051 0.000 0.002 0.001
H -1.952 -2.621 6.190 -0.004 0.000 -0.002
H -1.641 -4.142 4.267 0.000 -0.001 -0.002
H -0.550 -3.345 2.223 -0.022 0.017 0.013
H 2.116 0.166 3.925 -0.010 0.007 -0.003
H 4.136 1.406 4.547 0.001 -0.001 0.001
H 5.457 2.581 2.820 0.004 -0.003 0.000
H 4.767 2.480 0.450 -0.003 0.005 -0.001
H 2.744 1.262 -0.197 -0.001 0.001 -0.009
S -3.424 2.162 -0.968 -0.015 -0.099 -0.013
C -3.535 3.036 -2.450 0.026 -0.070 0.050
N -2.518 3.680 -3.052 0.000 0.056 -0.031
C -2.998 4.483 -4.196 0.002 -0.008 -0.039
C -4.487 4.082 -4.296 -0.002 0.007 0.003
N -4.643 3.183 -3.145 -0.004 0.035 0.032
H -1.734 3.980 -2.492 0.017 0.013 0.015
H -2.443 4.231 -5.096 -0.002 0.013 -0.004
H -2.871 5.544 -3.993 -0.006 -0.002 0.021
H -4.713 3.555 -5.220 0.010 -0.013 0.004
H -5.159 4.933 -4.205 0.004 0.001 -0.008
H -5.506 2.733 -2.882 0.002 -0.007 -0.001
```
Forces are in eV/Å.

Values from the calculation:
**Calculated total energy**: -3553.44824 Eh
**Lowest unoccupied orbital energy (alpha / beta)**: -0.2898 / -0.3031 hartree
**Multiplicity**: 2
**Kohn-Sham gap (alpha / beta)**: 5.9 / 5.5 eV
**HOMO level (alpha / beta)**: -13.779 / -13.769 eV
**Charge**: +2